(1)
12
Properties=species:S:1:pos:R:3:nbo_charge:R:1 method="wB97M-V/def2-TZVPD" charge=0 orbital_gap_ha=0.3641 relative_energy_ev=2.155
O -3.206 -1.029 0.867 -0.5073
C -2.493 -0.167 0.533 0.5722
N -1.065 -0.143 0.229 -0.4821
N -0.404 0.941 -0.065 -0.1833
C 0.818 0.888 -0.294 -0.0683
C 1.712 -0.325 -0.372 0.1566
F 1.310 -1.626 -0.717 -0.3305
Cl 2.519 -0.322 1.312 -0.0813
H -2.615 1.045 0.560 0.0986
H -0.421 -0.946 -0.465 0.3782
H 1.183 1.838 -0.583 0.2260
H 2.663 -0.154 -1.006 0.2212


(2)
20
Properties=species:S:1:pos:R:3:nbo_charge:R:1 method="wB97M-V/def2-TZVPD" charge=0 orbital_gap_ha=0.3584 relative_energy_ev=6.971
C -1.697 -1.012 -0.334 -0.3722
C -1.851 0.617 -0.367 -0.4253
C -0.353 1.179 0.539 0.0016
C 1.047 1.270 -0.524 -0.2946
N 1.959 -0.009 -0.009 -0.6613
C 1.322 -1.202 -0.094 -0.2162
C -0.140 -0.860 -0.007 -0.0905
N -0.411 -0.100 1.081 -0.6525
H -2.040 -1.371 -1.261 0.1965
H -2.305 -1.532 0.444 0.2108
H -2.011 1.140 -1.336 0.1964
H -2.800 0.976 0.151 0.2125
H -0.340 2.182 1.080 0.2144
H 0.724 1.341 -1.551 0.1814
H 1.690 2.085 -0.274 0.1960
H 2.916 0.062 -0.543 0.3843
H 1.687 -1.812 0.820 0.1839
H 1.335 -1.774 -1.092 0.1729
H -0.061 -0.217 -0.849 0.2019
H 0.413 -0.267 1.629 0.3600


(3)
48
Properties=species:S:1:pos:R:3:nbo_charge:R:1 method="wB97M-V/def2-TZVPD" charge=0 orbital_gap_ha=0.3636 relative_energy_ev=5.132
C 1.159 0.552 0.795 -0.4274
N 1.625 -0.165 -0.391 -0.6542
C 0.731 -0.061 -1.593 -0.3529
C 0.549 1.334 -2.130 0.4490
O -0.595 1.768 -2.132 -0.6324
H 2.138 0.587 1.463 0.2626
H 0.848 1.608 0.590 0.1526
H 0.424 0.038 1.285 0.1858
H 2.528 0.303 -0.748 0.3640
H -0.283 -0.483 -1.384 0.2519
H 1.287 -0.620 -2.546 0.2344
H 1.352 2.053 -2.577 0.1645
H 2.719 -1.705 0.166 0.4991
H 3.698 -2.300 1.220 0.4712
O 3.336 -2.440 0.384 -0.9780
H -1.793 -1.912 -0.598 0.4984
H -2.526 -0.957 -1.498 0.4844
O -1.931 -1.634 -1.566 -1.0103
H -0.438 -2.913 0.902 0.5251
H -1.886 -3.359 1.087 0.4811
O -1.422 -2.654 0.807 -0.9899
H -0.677 0.679 2.800 0.5244
H -0.920 2.290 2.636 0.5098
O -0.472 1.596 3.149 -0.9778
H 0.989 1.952 3.055 0.4908
H 1.994 2.828 3.421 0.4581
O 2.000 2.049 2.819 -1.0113
H 1.890 4.626 0.775 0.4698
H 1.529 3.111 1.127 0.4940
O 1.867 3.667 0.354 -0.9779
H -1.516 3.736 0.188 0.4975
H -0.918 2.221 0.388 0.4921
O -1.421 2.979 0.801 -0.9853
H 0.371 -4.023 -2.324 0.4757
H -0.965 -3.396 -1.826 0.5106
O -0.045 -3.655 -1.567 -0.9844
H -3.657 1.443 -0.594 0.5115
H -2.082 1.286 -1.194 0.5008
O -2.806 0.957 -0.784 -1.0190
H -1.181 1.189 -4.536 0.4834
H -1.199 0.130 -3.256 0.4905
O -0.851 0.339 -4.160 -0.9683
H 1.542 -3.384 0.726 0.5040
H 0.635 -4.469 0.242 0.5010
O 0.837 -3.989 1.098 -0.9668
H -1.927 -1.134 1.609 0.4952
H -2.411 0.275 1.396 0.4861
O -2.126 -0.343 2.118 -0.9832


(4)
17
Properties=species:S:1:pos:R:3:nbo_charge:R:1 method="wB97M-V/def2-TZVPD" charge=0 orbital_gap_ha=0.3362
O 1.083 0.805 1.748 -0.6555
C 0.299 0.318 0.780 0.3561
C -0.699 0.989 0.081 -0.4229
P -1.181 2.672 0.524 0.3008
C -1.377 0.324 -0.939 -0.1537
C -0.981 -0.886 -1.396 -0.3201
C 0.128 -1.422 -0.937 0.4049
F 0.775 -2.415 -1.652 -0.3404
C 0.782 -1.032 0.219 -0.3973
P 2.154 -1.719 1.191 0.3537
H 0.883 1.709 1.920 0.4914
H -1.897 2.934 -0.526 -0.0259
H 0.016 3.358 -0.027 -0.0123
H -2.333 0.691 -1.277 0.2156
H -1.427 -1.249 -2.347 0.2399
H 2.326 -2.919 0.434 -0.0046
H 1.449 -2.157 2.206 -0.0297


(5)
71
Properties=species:S:1:pos:R:3:nbo_charge:R:1 method="wB97M-V/def2-TZVPD" charge=0 orbital_gap_ha=0.3505 relative_energy_ev=0.146
C -0.469 -2.328 -3.910 -0.6209
C 0.536 -3.366 -3.426 -0.3971
C 0.377 -4.732 -4.098 -0.3975
C -0.954 -5.431 -3.815 -0.0594
C -1.013 -6.797 -4.502 -0.6051
N -1.145 -5.588 -2.385 -0.6147
C -2.330 -5.433 -1.779 0.6507
O -3.369 -5.164 -2.346 -0.6250
C -2.265 -5.623 -0.253 -0.1641
O -1.058 -5.151 0.310 -0.4929
C -0.746 -3.837 0.144 0.3285
C -1.599 -2.888 -0.417 -0.3123
C -1.146 -1.596 -0.611 -0.1702
C 0.141 -1.253 -0.249 -0.2920
S 0.721 0.394 -0.638 2.1675
O 0.431 0.657 -2.025 -0.9437
O 2.086 0.521 -0.196 -0.9452
C -0.292 1.472 0.372 -0.2925
C -0.125 1.432 1.742 -0.1740
C -0.827 2.308 2.550 -0.3104
C -1.694 3.234 1.970 0.3295
O -2.361 4.201 2.658 -0.4938
C -1.978 4.444 3.998 -0.1649
C -0.469 4.710 4.140 0.6509
O 0.158 4.342 5.109 -0.6243
N 0.056 5.361 3.089 -0.6090
C 1.483 5.501 2.866 -0.0628
C 1.893 6.965 3.006 -0.6071
C 1.846 4.933 1.485 -0.3984
C 3.280 4.402 1.420 -0.3929
C 3.404 3.006 2.019 -0.6158
C -1.891 3.228 0.586 -0.2571
C -1.188 2.349 -0.211 -0.1949
C 0.981 -2.173 0.350 -0.1933
C 0.539 -3.464 0.552 -0.2565
H -1.480 -2.598 -3.617 0.1994
H -0.433 -2.242 -4.994 0.2002
H -0.235 -1.357 -3.480 0.2342
H 0.448 -3.474 -2.343 0.1960
H 1.545 -3.002 -3.633 0.2070
H 0.471 -4.611 -5.178 0.2102
H 1.189 -5.386 -3.766 0.1944
H -1.791 -4.822 -4.168 0.2266
H -0.211 -7.440 -4.143 0.1989
H -0.910 -6.681 -5.577 0.2125
H -1.967 -7.275 -4.294 0.2191
H -0.343 -5.859 -1.836 0.4029
H -2.291 -6.692 -0.025 0.2197
H -3.142 -5.149 0.203 0.2044
H -2.598 -3.147 -0.728 0.2432
H -1.780 -0.855 -1.072 0.2353
H 0.577 0.733 2.169 0.2364
H -0.672 2.277 3.615 0.2432
H -2.539 5.332 4.302 0.2206
H -2.253 3.615 4.659 0.2042
H -0.555 5.652 2.340 0.4004
H 1.962 4.914 3.655 0.2275
H 1.358 7.580 2.283 0.1991
H 1.667 7.325 4.006 0.2185
H 2.959 7.073 2.830 0.2127
H 1.167 4.113 1.239 0.2078
H 1.706 5.717 0.736 0.1992
H 3.948 5.092 1.942 0.1910
H 3.596 4.363 0.376 0.2076
H 2.885 2.279 1.397 0.2248
H 2.983 2.973 3.021 0.1963
H 4.449 2.713 2.078 0.2099
H -2.582 3.939 0.161 0.2306
H -1.295 2.346 -1.284 0.2479
H 1.979 -1.867 0.623 0.2482
H 1.174 -4.211 1.000 0.2307


(6)
74
Properties=species:S:1:pos:R:3:lowdin_charge:R:1 method="wB97M-V/def2-TZVPD" charge=0 orbital_gap_ha="0.2875 / 0.2875"
Cr 0.086 0.999 -0.040 0.4589
C 0.275 -2.313 3.003 -0.0719
N -0.851 -1.401 2.936 -0.1645
C -1.892 -1.831 2.016 -0.1428
C -2.352 -0.950 0.854 -0.1464
N -1.422 -0.612 -0.284 -0.1826
C -0.691 -1.823 -0.716 -0.0552
C -2.360 -0.163 -1.329 -0.3153
C -3.058 -1.073 -2.112 -0.0387
C -3.995 -0.631 -3.032 -0.0769
C -4.257 0.727 -3.148 -0.0844
C -3.565 1.633 -2.366 -0.0991
C -2.600 1.201 -1.457 -0.5714
S -1.602 2.346 -0.586 0.7628
C -1.243 -0.843 4.170 -0.2385
C -1.134 -1.592 5.346 -0.0140
C -1.504 -1.073 6.574 -0.0636
C -2.009 0.215 6.674 -0.0778
C -2.118 0.975 5.526 -0.0918
C -1.724 0.475 4.283 -0.4101
S -1.785 1.590 2.926 1.0305
H 0.017 -3.308 3.395 0.0885
H 1.059 -1.881 3.622 0.1060
H 0.686 -2.450 2.005 0.0628
H -2.819 -2.033 2.569 0.1378
H -1.589 -2.800 1.610 0.1171
H -2.787 -0.010 1.184 0.0790
H -3.169 -1.533 0.410 0.1282
H -1.347 -2.696 -0.775 0.0929
H 0.095 -2.039 0.000 0.0600
H -0.238 -1.639 -1.687 0.1000
H -2.878 -2.135 -2.017 0.1097
H -4.521 -1.346 -3.650 0.1025
H -4.990 1.081 -3.861 0.1045
H -3.740 2.695 -2.473 0.1066
H -0.762 -2.605 5.296 0.1064
H -1.408 -1.689 7.459 0.1079
H -2.305 0.622 7.630 0.1056
H -2.491 1.990 5.570 0.1060
O 2.074 2.289 3.063 -0.2060
S 0.957 1.967 2.256 0.4109
O 0.811 2.676 0.958 -0.3758
O 0.738 0.551 1.873 -0.3763
O -0.310 2.390 3.139 -0.5505
C 2.817 -1.472 0.379 -0.0645
C 3.707 -0.419 -0.271 -0.3599
C 3.845 0.857 0.560 -0.0393
C 3.358 -0.090 -1.708 -0.1287
C 4.369 -0.307 -2.639 -0.0381
C 4.220 0.030 -3.969 -0.0684
C 3.039 0.611 -4.384 -0.0361
C 1.987 0.851 -3.506 -0.1322
C 0.758 1.506 -4.100 -0.3690
C -0.443 0.572 -4.085 -0.0450
C 0.474 2.880 -3.498 -0.0563
C 2.141 0.478 -2.152 -0.1626
N 1.097 0.696 -1.231 -0.0249
H 3.238 -1.760 1.345 0.0888
H 2.746 -2.366 -0.245 0.0918
H 1.818 -1.095 0.569 0.0152
H 4.704 -0.866 -0.320 0.1218
H 2.950 1.472 0.505 0.0450
H 4.671 1.465 0.187 0.0917
H 4.036 0.623 1.608 0.0881
H 5.299 -0.744 -2.297 0.1115
H 5.022 -0.147 -4.673 0.1053
H 2.917 0.897 -5.422 0.1116
H 1.006 1.672 -5.152 0.1215
H -0.753 0.346 -3.070 0.0410
H -0.207 -0.370 -4.586 0.0904
H -1.293 1.027 -4.596 0.0865
H 0.268 2.826 -2.432 0.0155
H -0.399 3.326 -3.980 0.0830
H 1.324 3.547 -3.653 0.0851


(7)
96
Properties=species:S:1:pos:R:3:lowdin_charge:R:1 method="wB97M-V/def2-TZVPD" charge=-1 orbital_gap_ha=0.2085 relative_energy_ev=2.482
O -1.126 -0.226 0.353 -0.7080
H -1.462 0.304 -0.395 -0.2478
O 3.035 -4.061 -4.891 -0.2889
S 1.704 -3.543 -4.871 0.6502
O 1.377 -2.485 -5.818 -0.3045
O 0.691 -4.806 -5.155 -0.2883
C -0.654 -4.516 -5.187 -0.3081
C -1.257 -5.665 -4.324 -0.0485
C 1.209 -3.098 -3.101 -0.0738
H -0.875 -4.721 -6.234 0.1257
H -0.912 -3.519 -4.830 0.1147
H -0.704 -6.552 -4.634 0.0786
H -2.321 -5.650 -4.557 0.0747
H -1.098 -5.530 -3.254 0.0680
H 0.249 -2.582 -3.070 0.0675
H 1.975 -2.560 -2.543 0.0686
H 1.231 -4.080 -2.628 0.0567
O -2.720 -5.918 4.698 -0.3096
S -1.498 -5.263 4.236 0.6842
O -0.234 -5.472 4.966 -0.3323
O -1.232 -5.711 2.682 -0.2775
C 0.055 -5.445 2.135 -0.2887
C 0.489 -6.589 1.198 -0.0539
C -1.705 -3.376 4.004 -0.0674
H 0.830 -5.118 2.828 0.1143
H -0.181 -4.519 1.610 0.1160
H 1.538 -6.496 0.917 0.0731
H -0.060 -6.775 0.274 0.0713
H 0.429 -7.479 1.825 0.0768
H -2.473 -3.062 3.298 0.0717
H -0.741 -3.104 3.573 0.0525
H -1.729 -2.922 4.995 0.0618
O -5.214 -1.772 -4.059 -0.3186
S -6.110 -1.294 -3.000 0.7050
O -7.540 -0.975 -3.278 -0.3196
O -6.010 -2.339 -1.704 -0.3098
C -4.765 -2.850 -1.242 -0.2409
C -5.038 -4.407 -1.076 -0.0517
C -5.306 0.150 -2.183 -0.1083
H -4.619 -2.414 -0.254 0.1185
H -3.963 -2.556 -1.919 0.1100
H -4.148 -4.949 -0.756 0.0630
H -5.472 -4.883 -1.955 0.0707
H -5.715 -4.606 -0.246 0.0668
H -5.931 0.627 -1.428 0.0686
H -5.137 0.888 -2.968 0.0631
H -4.362 -0.080 -1.690 0.0649
O -0.649 6.601 2.759 -0.3095
S -1.650 5.689 3.300 0.6865
O -2.018 5.778 4.721 -0.3139
O -3.045 5.842 2.402 -0.2929
C -2.944 6.206 1.046 -0.2894
C -4.344 6.164 0.475 -0.0669
C -1.278 3.913 2.894 -0.0899
H -2.374 5.425 0.541 0.1145
H -2.496 7.195 1.141 0.1189
H -4.324 5.971 -0.598 0.0735
H -4.789 7.157 0.537 0.0729
H -5.064 5.432 0.842 0.0848
H -2.022 3.217 3.282 0.0736
H -0.306 3.650 3.313 0.0677
H -1.261 3.801 1.810 0.0607
C 4.093 -0.192 3.442 -0.1103
O 4.647 0.415 4.608 -0.2183
P 5.491 -0.510 5.661 0.4533
O 6.623 -1.278 5.058 -0.2576
O 6.017 0.581 6.704 -0.2241
C 6.847 1.641 6.266 -0.1092
O 4.381 -1.367 6.492 -0.2170
C 4.753 -2.059 7.694 -0.1013
H 4.168 0.347 2.498 0.0917
H 3.044 -0.392 3.659 0.0900
H 4.449 -1.192 3.191 0.0828
H 6.336 2.574 6.503 0.0905
H 6.836 1.641 5.176 0.0780
H 7.887 1.659 6.591 0.0918
H 5.813 -1.988 7.935 0.0855
H 4.473 -3.113 7.689 0.0870
H 4.177 -1.633 8.516 0.0862
C 1.659 3.388 -4.071 -0.1041
O 1.443 4.268 -5.204 -0.2018
P 1.823 5.810 -4.963 0.4857
O 1.604 6.580 -6.177 -0.2342
O 0.883 6.267 -3.647 -0.2287
C 0.485 7.625 -3.535 -0.1242
O 3.430 5.777 -4.493 -0.2553
C 4.458 5.541 -5.482 -0.1040
H 2.382 2.582 -4.201 0.0869
H 0.760 2.826 -3.818 0.0905
H 1.966 3.857 -3.137 0.0820
H 0.522 8.265 -4.416 0.0826
H 1.090 8.099 -2.763 0.0860
H -0.550 7.560 -3.198 0.0877
H 4.404 6.331 -6.232 0.0806
H 4.241 4.687 -6.124 0.0814
H 5.432 5.362 -5.027 0.0884


(8)
15
Properties=species:S:1:pos:R:3:nbo_charge:R:1 method="wB97M-V/def2-TZVPD" charge=0 orbital_gap_ha=0.3263 relative_energy_ev=0.711
C 1.692 -2.146 -0.515 -0.3562
C 1.803 -0.933 -0.017 -0.2219
C 0.621 -0.043 0.093 -0.1743
C -0.503 -0.075 -0.646 -0.2198
C -1.481 1.011 -0.344 -0.4404
C -1.154 1.490 1.111 -0.5098
S 0.658 1.364 1.181 0.2253
H 0.736 -2.589 -0.709 0.1941
H 2.554 -2.784 -0.716 0.2020
H 2.747 -0.522 0.323 0.2159
H -0.603 -0.761 -1.476 0.2181
H -2.529 0.739 -0.453 0.2195
H -1.374 1.914 -0.969 0.2103
H -1.518 2.518 1.309 0.2285
H -1.647 0.817 1.827 0.2088


These records have DFT total energy values of -23439.886; -9389.879; -31719.716; -29675.657; -53647.539; -103191.081; -124408.314; -17185.759 eV, in the order they appear.